{
  "formula": "C4H10O",
  "method": "wB97M-V/def2-TZVPD",
  "elements": ["C", "C", "C", "C", "O", "H", "H", "H", "H", "H", "H", "H", "H", "H", "H"],
  "coordinates": [[1.8606, 0.7360, 0.3432], [0.4616, -1.1251, -0.2639], [-0.5422, -0.1435, -0.4677], [-1.9519, -0.4077, 0.0306], [0.0584, 1.0422, 0.4913], [2.0325, 1.4050, 1.1859], [2.0409, 1.2090, -0.6196], [2.4205, -0.1800, 0.4531], [1.0542, -1.4891, -1.0949], [0.3160, -1.8203, 0.5642], [-0.5246, 0.3157, -1.4616], [-2.4772, -0.9838, -0.7405], [-1.9217, -1.0190, 0.9378], [-2.5417, 0.4929, 0.2316], [-0.2852, 1.9675, 0.4107]],
  "molar_mass_g_mol": 74.123,
  "lumo_ha": 0.03240,
  "homo_lumo_gap_ha": 0.2832,
  "charge": 0
}

***

{
  "formula": "C4H7ClO",
  "method": "wB97M-V/def2-TZVPD",
  "elements": ["C", "C", "C", "Cl", "O", "C", "H", "H", "H", "H", "H", "H", "H"],
  "coordinates": [[-0.2273, 1.3217, -0.4430], [0.2839, 0.2538, 0.1426], [1.7046, 0.2302, 0.7059], [2.7196, -0.6930, -0.4132], [-0.3089, -0.9604, 0.3424], [-1.5554, -1.1162, -0.2429], [0.4311, 2.1400, -0.6813], [-1.2573, 1.4819, -0.7196], [1.7080, -0.3522, 1.6376], [2.1285, 1.2092, 0.9070], [-1.8178, -2.1764, -0.1552], [-2.3159, -0.4934, 0.2338], [-1.4931, -0.8455, -1.3141]],
  "molar_mass_g_mol": 106.552,
  "lumo_ha": 0.03543,
  "smiles": "C=C(CCl)OC",
  "homo_lumo_gap_ha": 0.3755,
  "charge": 0
}